A molecular structure, C4H34HfO14 at a distorted geometry, computed with wB97M-V/def2-TZVPD.

Summary:
E_LUMO   -12.0 eV
Orbital gap   2.494 eV

ORCA input file:
```
! RIJCOSX wB97M-V def2-TZVPD def2/J DEFGRID3
* xyz 2 1
H 4.287 0.550 -19.776
H 0.406 -3.651 -20.454
O 2.219 -2.894 -15.876
H 6.910 -5.955 -15.108
O -0.730 -4.403 -19.403
H 2.598 -4.260 -21.335
O 1.619 -6.651 -19.426
O 3.433 -5.588 -15.252
O 6.059 -6.124 -18.858
H -1.551 -4.895 -19.487
H -1.850 -1.408 -17.297
H 0.690 -4.295 -16.380
O -1.082 -0.949 -17.642
C 6.707 -4.133 -16.189
H 7.757 -4.571 -14.490
H 3.574 -8.117 -17.725
H -0.619 -1.611 -18.160
H 0.336 -0.780 -15.848
H 2.301 -4.432 -18.020
H 0.146 -5.693 -16.627
H 1.372 -0.298 -21.261
C 2.552 -2.454 -17.213
C 6.803 -4.874 -14.950
O 0.611 -0.620 -14.936
H 3.310 -6.304 -15.885
H 3.497 -0.737 -19.614
H 5.851 -4.475 -16.779
H 3.994 -3.714 -21.587
H 3.303 -1.664 -17.165
O 3.432 -4.469 -21.768
C 3.010 -3.611 -18.136
H 6.486 -3.077 -16.016
H 5.734 -6.074 -19.760
O 1.030 -3.259 -21.075
H 1.708 -2.031 -17.760
Hf 2.382 -1.733 -13.686
O -0.024 -4.767 -16.815
O 1.673 -0.716 -20.450
H 3.221 -4.790 -15.743
H 5.293 -6.382 -18.339
H 1.516 -6.775 -20.372
H 0.069 0.118 -14.644
O 4.393 -0.400 -19.699
H 3.970 -4.060 -17.882
O 5.781 -4.731 -14.034
H -0.507 -4.456 -18.468
H 7.579 -4.090 -16.841
H 2.952 -3.310 -19.181
H 0.997 -5.954 -19.206
H 1.316 -0.165 -19.749
H 1.107 -2.340 -20.796
O 3.676 -7.164 -17.663
H 2.948 -6.809 -18.187
*
```

Mulliken population analysis, charges in e, atoms 1 to 2:
1. H 0.3096
2. H 0.3917


2 unconnected molecules or ions with the total composition C5H7FNO5P at a distorted geometry, computed with wB97M-V/def2-TZVPD.

Summary:
E_LUMO (alpha / beta)   5.3 / 5.3 eV
Orbital gap (alpha / beta)   5.147 / 7.456 eV

ORCA input file:
```
! RIJCOSX wB97M-V def2-TZVPD def2/J DEFGRID3
* xyz -2 1
C 1.645 -0.841 0.513
O -8.455 -2.233 -0.266
C 1.011 -0.248 -0.728
O 1.603 0.513 3.165
N 3.773 0.513 0.409
O -8.363 -0.617 -2.221
C 0.935 1.346 -0.830
H 0.319 1.538 -1.687
H 3.895 0.197 -0.610
C 2.720 0.091 1.039
H 2.226 -1.740 0.307
H 1.122 -0.915 1.423
H 1.784 2.027 -0.696
P -8.190 -1.986 -1.707
C 2.437 0.779 2.341
H 0.363 1.731 -0.023
H 3.893 1.701 1.700
O 3.374 1.793 2.455
F 1.584 -0.649 -1.922
O -7.675 -3.000 -2.660
*
```

Mulliken population analysis, charges in e, atoms 1 to 2:
1. C -0.4883
2. O -0.6377


2 unconnected molecules or ions with the total composition C21H34NO2S at a distorted geometry, computed with wB97M-V/def2-TZVPD.

Summary:
E_LUMO   2.3 eV
Orbital gap   4.103 eV

ORCA input file:
```
! RIJCOSX wB97M-V def2-TZVPD def2/J DEFGRID3
* xyz -1 1
H -2.775 -3.087 -4.170
O -1.839 -2.942 -1.641
H 2.146 -0.769 1.297
H -2.332 -1.971 2.340
C -4.628 -0.825 -2.410
C 2.980 2.387 -1.147
H 2.441 -1.377 5.011
H 3.164 3.398 3.399
H -3.060 0.156 -1.221
C 1.870 -1.840 4.212
C -3.421 -0.839 -1.465
H 1.351 -1.213 -2.325
C -0.577 0.754 1.545
H -2.890 -1.343 -4.540
H 0.439 1.128 1.463
H 0.426 -2.581 -0.450
C 0.935 -1.144 3.519
H 1.697 1.228 -2.425
H 2.684 1.487 1.377
H 1.630 2.598 3.094
H 3.326 -0.153 -0.252
C 2.556 3.189 0.090
H -4.601 0.072 -3.034
C -1.650 1.586 1.260
H 1.234 1.230 -0.702
O -1.085 -0.786 -2.717
C -4.530 -2.068 -3.306
N -3.181 -0.170 1.778
C 1.907 -1.377 -1.394
H -5.232 -2.026 -4.139
H 0.061 -0.856 -0.432
C 2.813 -0.163 -1.216
C 3.005 2.532 1.394
C 2.069 1.155 -1.401
S -2.118 -1.715 -2.335
H 4.096 2.538 1.437
C -2.929 1.078 1.387
C -2.127 -0.950 2.032
C 0.854 -1.589 -0.288
H 3.033 3.036 -2.023
C -3.086 -2.115 -3.796
H 2.948 4.211 0.039
H -3.622 -1.384 -0.545
H 2.100 -2.874 3.979
H 3.997 2.021 -0.955
C 0.326 -1.533 2.257
C -0.783 -0.570 1.944
H -1.487 2.608 0.934
H -3.785 1.709 1.162
H 1.967 4.180 2.377
H 0.668 -0.168 3.957
C 2.405 3.212 2.636
H 3.606 -0.201 -1.975
H 1.958 -2.507 1.269
H 2.491 -2.291 -1.540
C 1.406 -1.571 1.138
H 1.463 3.274 0.088
H -4.752 -2.964 -2.722
H -5.559 -0.805 -1.846
*
```

Mulliken population analysis, charges in e, atoms 1 to 2:
1. H 0.4186
2. O -0.7056


BFH2O2S in the gas phase, computed with wB97M-V/def2-TZVPD.

Summary:
E_LUMO   -1.9 eV
Orbital gap   10.173 eV

ORCA input file:
```
! RIJCOSX wB97M-V def2-TZVPD def2/J DEFGRID3
* xyz 0 1
F -1.388 -0.030 1.205
O -1.018 1.398 -0.692
H 1.697 0.907 0.320
O -1.180 -1.079 -0.957
B 1.092 -0.091 0.161
H 1.542 -1.179 0.202
S -0.744 0.074 -0.239
*
```

Mulliken population analysis, charges in e, atoms 1 to 2:
1. F -0.2207
2. O -0.5196


A molecular structure, C16H14ClN2O6Pd at a distorted geometry, computed with wB97M-V/def2-TZVPD.

Summary:
E_LUMO (alpha / beta)   1.5 / 1.5 eV
Orbital gap (alpha / beta)   5.998 / 6.003 eV

ORCA input file:
```
! RIJCOSX wB97M-V def2-TZVPD def2/J DEFGRID3
* xyz -1 1
C -4.510 -1.177 2.664
C 1.591 -1.556 1.768
H -4.974 -2.144 2.834
N 1.817 -0.216 1.166
O -1.278 -1.157 -0.778
H -5.139 2.130 2.748
C -4.579 1.210 2.618
C 1.565 2.757 0.408
H 0.736 -1.548 2.449
C -5.228 -0.030 2.851
C 1.372 0.739 1.933
H -0.019 -1.120 0.693
O 2.181 -3.491 0.340
C 1.741 4.169 0.387
O -0.671 -3.628 -0.732
H -2.708 -3.200 2.723
H -6.263 -0.063 3.166
C -3.269 1.282 2.252
C -2.439 -2.357 2.073
O -1.753 -4.025 -1.461
H 0.954 2.484 3.769
C 1.373 2.154 1.694
N -1.388 -2.468 1.356
C -2.455 0.103 2.059
H -2.783 2.238 2.097
H 0.951 0.473 2.902
H 1.706 5.999 1.462
H 1.937 4.628 -0.573
O -1.216 0.178 1.842
Cl -0.529 -2.202 0.081
Pd 1.012 0.058 -0.770
H 1.164 4.949 3.644
O 1.583 2.091 -0.687
C 1.303 4.334 2.765
C 1.422 -2.701 0.735
C 1.187 2.970 2.827
C 1.602 4.921 1.524
H 2.486 -1.861 2.316
C -3.173 -1.149 2.212
H 0.918 -1.414 -1.211
*
```

Mulliken population analysis, charges in e, atoms 1 to 2:
1. C -0.5741
2. C -0.6058


A molecular structure, C20H24N4O9STm at a distorted geometry, computed with wB97M-V/def2-TZVPD.

Summary:
E_LUMO (alpha / beta)   -3.3 / -3.3 eV
Orbital gap (alpha / beta)   7.394 / 7.393 eV

ORCA input file:
```
! RIJCOSX wB97M-V def2-TZVPD def2/J DEFGRID3
* xyz 1 3
H -3.176 0.750 -2.559
H 0.900 -2.998 -5.616
C -2.429 0.616 -1.777
N 0.677 0.603 0.789
H 4.115 -0.178 -5.427
O -1.781 -1.401 3.834
O 1.134 1.156 -2.825
H -5.479 -0.091 5.033
C -1.596 -0.641 -1.928
C 0.739 -1.588 2.000
C 2.470 -1.838 -1.390
C -3.373 0.290 5.060
O 0.325 1.331 -4.893
H -3.185 -0.242 5.993
O 0.747 4.242 2.685
N 2.397 -1.258 -8.249
C 2.431 -1.394 -7.109
C 3.441 -0.964 -3.551
C 0.696 1.930 1.141
S -1.960 0.019 4.037
C -1.061 2.104 -3.127
H 3.397 -1.490 -0.929
H -3.408 1.363 5.252
Tm 0.631 -0.397 -1.358
C -0.608 0.572 5.037
N 0.796 0.715 2.984
C 0.761 1.999 2.485
H 0.949 -3.222 -3.170
H -0.659 0.029 5.982
C 0.727 0.264 4.380
H 0.611 -2.024 1.010
C -4.633 -0.209 4.360
C 1.610 -2.426 -5.035
O 0.960 3.062 4.483
H -0.737 1.638 5.224
O -1.416 1.652 -1.828
H 4.154 -0.382 -2.978
C 1.650 -2.551 -3.656
H 0.654 2.741 0.437
H -1.854 1.942 -3.856
H -0.079 -1.945 2.629
C 3.413 -0.832 -4.924
O -0.892 -0.730 -2.970
H -4.546 -1.262 4.098
H -2.876 0.665 -0.789
O -2.041 0.891 2.887
O -1.269 -1.297 -0.889
C 2.555 -1.819 -2.874
H 1.187 0.920 -5.117
H 0.909 -0.807 4.367
C 0.736 -0.103 1.918
H 1.688 -1.951 2.396
C 2.483 -1.554 -5.677
H 2.252 -2.844 -1.020
H 1.521 0.747 4.943
H -0.860 3.177 -3.055
H -4.832 0.365 3.457
N 0.812 3.195 3.282
C 0.224 1.463 -3.610
*
```

Mulliken population analysis, charges in e, atoms 1 to 2:
1. H 0.4075
2. H 0.4959